1.
{"formula": "C18H44IN2O12P2S2", "method": "ωB97M-V/def2-TZVPD", "symbols": ["C", "C", "C", "N", "S", "O", "O", "N", "S", "O", "O", "C", "C", "C", "I", "H", "H", "H", "H", "H", "H", "H", "H", "H", "H", "H", "H", "H", "H", "O", "P", "O", "C", "C", "O", "C", "C", "O", "C", "C", "H", "H", "H", "H", "H", "H", "H", "H", "H", "H", "H", "H", "H", "H", "H", "O", "P", "O", "C", "C", "O", "C", "C", "O", "C", "C", "H", "H", "H", "H", "H", "H", "H", "H", "H", "H", "H", "H", "H", "H", "H"], "positions_angstrom": [[5.505026, 2.323646, 5.579251], [4.024797, 2.106619, 5.948866], [3.760606, 0.687681, 6.422992], [4.134191, -0.348771, 5.437136], [3.099703, -0.507872, 4.125088], [3.630143, -1.650816, 3.425684], [3.193870, 0.714851, 3.364048], [1.631057, -0.880290, 4.666341], [0.436953, 0.115540, 4.288070], [-0.762127, -0.487445, 4.848378], [0.273664, 0.381265, 2.880276], [0.561281, 1.702234, 5.159336], [-0.669257, 1.934473, 6.019438], [-1.901184, 2.396949, 5.229170], [-0.159800, 3.524101, 7.445596], [5.897953, 3.249293, 6.000224], [6.079657, 1.492919, 5.992889], [5.652176, 2.336956, 4.501233], [3.808328, 2.779639, 6.786271], [3.360291, 2.422615, 5.149102], [2.734563, 0.517621, 6.768409], [4.405846, 0.521148, 7.290862], [4.115740, -1.228381, 5.943110], [1.419373, 1.700407, 5.823199], [0.742269, 2.510146, 4.451653], [-0.873569, 1.079076, 6.650124], [-2.429848, 3.150021, 5.809431], [-2.586724, 1.576088, 5.030570], [-1.568469, 2.843197, 4.292673], [-0.109791, 3.906665, 0.144930], [-0.193114, 3.297680, -1.192511], [1.073016, 2.334274, -1.402791], [1.420251, 1.382728, -0.371935], [0.484977, 0.194350, -0.377198], [0.232433, 4.550917, -2.171496], [0.056080, 5.896154, -1.739035], [1.378526, 6.496787, -1.305047], [-1.216973, 2.679154, -2.245534], [-0.806334, 2.382111, -3.590221], [-0.648270, 0.889951, -3.796965], [1.423813, 1.858012, 0.609006], [2.440308, 1.060976, -0.576205], [-0.556451, 0.512753, -0.281855], [0.722259, -0.475001, 0.448852], [0.568437, -0.364457, -1.312639], [-0.674871, 5.951561, -0.932764], [-0.348803, 6.454535, -2.586893], [1.905921, 5.832796, -0.621681], [1.225546, 7.460542, -0.815387], [2.025991, 6.651680, -2.170576], [0.106209, 2.908349, -3.858512], [-1.602968, 2.759058, -4.233158], [0.289927, 0.535144, -3.372218], [-0.638585, 0.658544, -4.863942], [-1.457303, 0.337605, -3.318383], [-2.509778, -2.237910, -3.710013], [-2.179056, -3.582241, -4.213676], [-3.545966, -4.456362, -4.200616], [-4.737769, -3.882346, -4.737591], [-4.736910, -3.868272, -6.256060], [-1.384392, -4.260750, -2.968663], [-0.694144, -3.448692, -2.004429], [-1.486485, -3.338959, -0.720574], [-1.354805, -4.372077, -5.326445], [-1.246570, -5.806007, -5.282291], [-2.112788, -6.454723, -6.340538], [-4.879184, -2.872311, -4.348384], [-5.566436, -4.488558, -4.371226], [-3.853935, -3.355801, -6.645104], [-5.627291, -3.362668, -6.631595], [-4.725259, -4.882691, -6.655190], [-0.484512, -2.461640, -2.415228], [0.264566, -3.931427, -1.811386], [-2.526787, -3.072875, -0.906277], [-1.046368, -2.590016, -0.061131], [-1.492442, -4.294754, -0.193847], [-1.483154, -6.197320, -4.296577], [-0.197794, -6.028248, -5.479102], [-3.158209, -6.469927, -6.035168], [-1.799772, -7.487597, -6.500148], [-2.051502, -5.911601, -7.284004]], "atomic_forces_ev_per_a": [[-0.3, -0.3, 0.0], [0.3, 0.6, 0.4], [0.1, -0.2, -0.1], [-0.6, 0.4, 0.6], [0.6, -1.1, -1.7], [0.0, -0.4, 0.5], [-0.4, 0.6, 0.8], [0.5, 1.4, 0.2], [-1.7, -1.3, -0.3], [0.2, 0.0, 0.6], [0.7, 0.5, -0.3], [0.6, 0.2, 0.6], [-0.3, 0.4, -0.5], [0.2, 0.1, 0.4], [0.1, -0.1, 0.0], [0.0, 0.1, -0.1], [0.2, 0.1, -0.1], [0.0, -0.1, 0.0], [-0.2, -0.2, 0.1], [0.1, -0.2, -0.2], [-0.1, 0.2, 0.0], [0.0, -0.1, 0.0], [0.1, -0.2, -0.4], [0.1, -0.3, -0.2], [-0.2, -0.1, -0.2], [0.0, 0.0, 0.0], [-0.2, 0.0, -0.2], [0.2, -0.2, -0.1], [-0.2, 0.0, -0.1], [-2.5, -1.3, 0.6], [4.2, 2.2, -2.6], [-0.5, -0.1, 0.1], [0.1, -0.3, 0.4], [0.0, -0.1, -0.2], [-0.2, -0.3, -0.1], [0.2, 0.1, 0.1], [0.2, 0.0, -0.1], [-1.2, -0.2, 2.0], [0.0, -0.4, -0.6], [0.1, -0.1, 0.2], [-0.1, 0.1, -0.1], [0.0, 0.1, -0.1], [0.0, 0.0, 0.2], [0.0, 0.1, 0.1], [0.0, 0.0, 0.0], [0.0, -0.1, 0.1], [0.0, -0.1, 0.0], [-0.2, 0.0, 0.1], [0.0, 0.0, 0.0], [0.0, 0.0, 0.0], [0.0, 0.1, 0.2], [-0.1, 0.1, 0.2], [0.0, 0.1, 0.0], [-0.1, 0.0, 0.0], [-0.1, 0.0, -0.1], [0.7, 1.0, -2.7], [-0.5, -3.3, 4.6], [0.3, 0.2, -0.5], [-0.4, 0.2, -0.1], [0.1, -0.1, 0.0], [0.0, 0.0, -0.4], [-0.1, 0.2, 0.3], [-0.1, -0.2, 0.2], [-0.3, 2.1, -1.1], [0.1, -0.6, -0.3], [-0.3, 0.1, 0.0], [0.2, 0.0, 0.1], [0.1, -0.1, 0.1], [-0.1, 0.1, 0.0], [0.0, 0.0, 0.0], [0.0, 0.0, 0.0], [-0.1, 0.0, -0.1], [0.0, -0.1, -0.1], [0.1, 0.2, -0.1], [0.0, 0.0, 0.0], [0.0, 0.0, 0.0], [0.0, 0.2, 0.1], [0.0, 0.2, 0.0], [0.0, 0.0, 0.0], [0.1, 0.0, 0.0], [0.1, -0.1, 0.0]], "orbital_gap_ev": 8.1, "total_charge": -1, "e_homo_ha": -0.2232, "e_tot_ha": -3501.61007}



2.
{"formula": "C2HClN2O", "method": "ωB97M-V/def2-TZVPD", "symbols": ["C", "C", "N", "N", "O", "Cl", "H"], "positions_angstrom": [[-1.109746, -0.849818, -1.749140], [-0.368960, 0.487027, 0.307488], [-0.270373, -1.394208, -2.326423], [-2.051390, -0.126469, -1.231355], [-0.885239, 1.192912, 1.084719], [-3.401577, -0.718804, -0.427703], [0.482880, 0.000973, 0.087998]], "atomic_forces_ev_per_a": [[-0.7, -1.5, -0.7], [-7.4, 4.0, 2.7], [1.0, -0.4, -0.1], [1.6, 2.7, 1.6], [2.1, -2.1, -2.2], [0.1, -0.6, 0.2], [3.2, -2.0, -1.4]], "orbital_gap_ev": [7.5, 7.5], "e_above_lowest_ev": 4.782, "e_homo_ha": [-0.3340, -0.3339], "e_tot_ha": -721.57782}



3.
{"formula": "C3H9OS", "method": "ωB97M-V/def2-TZVPD", "symbols": ["C", "O", "H", "H", "H", "C", "S", "C", "H", "H", "H", "H", "H", "H"], "positions_angstrom": [[1.566102, -1.440512, -1.548156], [0.665157, -1.552786, -0.464975], [0.949888, -1.510466, -2.455728], [2.244106, -0.583897, -1.570282], [2.206683, -2.336744, -1.492026], [-1.253859, 0.708377, 2.274249], [-1.361612, 0.262052, 0.476751], [-0.798769, 1.557014, -0.595073], [-0.279406, 1.199645, 2.337608], [-1.288395, -0.239400, 2.824849], [-2.108093, 1.281692, 2.632562], [0.027351, 2.250092, -0.383207], [-0.012606, -0.804056, -0.410451], [-0.556542, 1.208994, -1.626124]], "atomic_forces_ev_per_a": [[-0.8, -1.1, 0.1], [0.3, 0.5, 0.0], [0.6, 0.3, -0.3], [-0.3, 0.3, 0.2], [-0.1, 0.2, -0.2], [0.3, -0.3, -1.4], [-0.9, -0.4, 0.7], [0.1, 1.7, -1.2], [-0.3, 0.1, 0.7], [0.3, 0.1, -0.2], [0.2, 0.5, -0.2], [0.0, -0.6, 0.9], [1.2, -0.9, 0.2], [-0.6, -0.5, 0.7]], "orbital_gap_ev": 4.7, "total_charge": -1, "e_above_lowest_ev": 4.059, "e_homo_ha": -0.0258, "e_tot_ha": -593.02372}



4.
{"formula": "C44H56N7O3SSiTi", "method": "ωB97M-V/def2-TZVPD", "symbols": ["Ti", "C", "C", "C", "C", "C", "N", "C", "C", "C", "C", "C", "C", "C", "N", "C", "C", "C", "N", "C", "C", "N", "C", "C", "C", "N", "H", "H", "H", "H", "H", "H", "H", "H", "H", "H", "H", "H", "H", "H", "H", "H", "H", "H", "C", "C", "C", "C", "O", "Si", "S", "O", "C", "C", "C", "C", "O", "C", "C", "C", "C", "H", "H", "H", "H", "H", "H", "H", "H", "H", "H", "H", "H", "H", "H", "H", "H", "H", "H", "H", "H", "H", "H", "H", "H", "H", "H", "H", "C", "N", "C", "C", "C", "C", "C", "N", "C", "C", "C", "C", "C", "C", "H", "H", "H", "H", "H", "H", "H", "H", "H", "H", "H"], "positions_angstrom": [[0.087642, -0.531072, 0.395094], [3.375674, 4.741071, 3.985241], [3.079038, 3.608624, 3.056689], [3.982819, 2.579702, 2.805933], [3.611746, 1.489931, 2.053233], [2.310923, 1.332635, 1.527610], [1.878639, 0.131414, 1.001186], [2.644394, -0.992709, 1.353108], [3.086714, -1.259567, 2.659296], [3.799969, -2.396447, 2.970768], [4.135251, -3.336984, 2.002136], [4.892759, -4.576702, 2.348859], [3.731807, -3.085982, 0.702673], [3.011830, -1.940244, 0.382257], [2.559261, -1.799391, -0.939442], [3.159816, -2.295186, -2.037160], [2.240027, -2.258766, -3.059671], [1.085527, -1.725141, -2.484310], [1.296662, -1.422432, -1.206886], [1.496953, 2.486488, 1.592975], [1.869179, 3.567109, 2.390679], [0.273869, 2.578611, 0.911287], [-0.395172, 3.727337, 0.675784], [-1.641074, 3.391656, 0.195972], [-1.641886, 2.000604, 0.151241], [-0.465135, 1.516103, 0.549501], [4.233951, 4.520592, 4.610752], [3.583882, 5.654256, 3.429235], [2.517728, 4.932421, 4.626525], [4.974659, 2.619569, 3.230158], [4.329993, 0.705767, 1.876215], [2.869995, -0.560936, 3.450509], [4.106270, -2.556395, 3.992952], [5.023552, -4.650986, 3.424633], [4.364720, -5.461009, 1.995561], [5.875398, -4.561359, 1.878803], [3.959251, -3.799330, -0.075300], [4.177934, -2.629089, -2.030209], [2.379455, -2.573566, -4.073511], [0.139855, -1.563609, -2.954635], [1.184562, 4.390127, 2.525516], [0.034534, 4.698992, 0.815293], [-2.418791, 4.064677, -0.100457], [-2.446514, 1.350394, -0.136762], [0.368062, 0.859990, -4.455216], [0.271624, 1.430396, -3.038891], [-0.418636, 2.794358, -3.102386], [1.670067, 1.577355, -2.412947], [-0.470426, 0.547706, -2.179868], [-1.964237, -0.140083, -2.386986], [-2.092972, -1.088533, -0.491133], [-2.913784, 1.128694, -2.666681], [-4.264303, 1.528416, -2.883268], [-5.236175, 0.503801, -2.313885], [-4.448991, 2.864063, -2.157473], [-4.468676, 1.731265, -4.385904], [-1.979840, -1.215265, -3.600153], [-2.517984, -2.523466, -3.852541], [-1.499712, -3.586279, -3.432023], [-2.758408, -2.597940, -5.362541], [-3.812168, -2.762653, -3.081662], [0.865379, 1.569565, -5.110167], [-0.631398, 0.672763, -4.838392], [0.933575, -0.067343, -4.468649], [0.099063, 3.442407, -3.803831], [-0.437526, 3.264158, -2.122906], [-1.440583, 2.660597, -3.437398], [2.178470, 2.444337, -2.824685], [2.285160, 0.703655, -2.617566], [1.590550, 1.704404, -1.329608], [-4.992343, 0.302969, -1.273100], [-5.172063, -0.424303, -2.868404], [-6.255485, 0.872364, -2.375704], [-4.409501, 2.714409, -1.082239], [-5.414950, 3.282564, -2.424571], [-3.661506, 3.556275, -2.443180], [-4.334675, 0.797828, -4.925292], [-3.745516, 2.454462, -4.756480], [-5.469540, 2.108003, -4.578403], [-0.589792, -3.502933, -4.021280], [-1.927992, -4.571844, -3.594280], [-1.274937, -3.476808, -2.372496], [-1.857717, -2.299962, -5.894661], [-3.566171, -1.931360, -5.654439], [-3.018647, -3.613602, -5.649983], [-3.647263, -2.602372, -2.018134], [-4.144484, -3.785272, -3.235165], [-4.593886, -2.095873, -3.432707], [-1.408429, 0.651964, 3.292617], [-0.762521, -0.372564, 2.473627], [-0.688670, -1.541019, 3.028668], [-0.196402, -2.637851, 2.305991], [-0.128302, -4.004572, 2.609559], [0.254216, -4.642204, 1.437847], [0.404947, -3.650080, 0.473075], [0.154161, -2.434640, 0.987480], [-0.580096, 1.098549, 4.482342], [0.794174, 0.919225, 4.476210], [1.571605, 1.304441, 5.552911], [0.973855, 1.875540, 6.663013], [-0.395993, 2.080139, 6.669647], [-1.172721, 1.697343, 5.589287], [-2.370985, 0.268400, 3.658527], [-1.634491, 1.523490, 2.671973], [-1.064010, -1.702790, 4.042277], [-0.344291, -4.460610, 3.554674], [0.390733, -5.694483, 1.291466], [0.660203, -3.795385, -0.564351], [1.241578, 0.464766, 3.606473], [2.641517, 1.157054, 5.528558], [1.576711, 2.161993, 7.511318], [-0.863051, 2.532441, 7.531157], [-2.241068, 1.858760, 5.613596]], "atomic_forces_ev_per_a": [[0.0, 0.3, -0.6], [0.0, 0.1, 0.0], [0.0, -0.1, -0.2], [-0.2, 0.1, 0.0], [-0.3, -0.1, -0.2], [0.3, 1.3, 0.2], [-1.1, -0.2, -0.2], [1.1, -1.0, -0.2], [-0.3, 0.0, -0.2], [0.0, 0.0, -0.1], [0.0, 0.2, -0.1], [0.0, 0.0, 0.0], [0.0, 0.2, 0.1], [0.1, 0.3, 0.9], [0.4, 0.0, -0.3], [-0.3, 0.1, -0.3], [0.0, 0.0, 0.3], [0.2, -0.1, 0.0], [-0.5, -0.2, -0.1], [0.9, -0.5, 0.4], [0.1, -0.2, -0.1], [-0.1, 0.5, -0.1], [-0.5, -0.2, -0.2], [0.3, -0.1, 0.2], [-0.2, 0.5, 0.0], [-0.6, 0.1, 0.0], [0.1, 0.0, 0.1], [0.1, 0.1, 0.0], [0.0, 0.0, 0.1], [0.1, 0.0, 0.0], [0.0, -0.1, 0.1], [0.0, 0.0, 0.0], [0.0, 0.0, 0.1], [0.1, -0.1, 0.1], [0.0, -0.1, 0.0], [0.1, -0.1, 0.0], [-0.1, -0.1, -0.1], [0.2, 0.0, 0.1], [0.0, 0.0, -0.2], [-0.1, 0.1, 0.0], [-0.1, 0.0, 0.1], [0.2, 0.0, 0.1], [-0.2, 0.1, -0.1], [0.1, 0.0, -0.1], [-0.1, 0.0, 0.4], [0.6, 0.6, -0.2], [0.0, -0.3, 0.1], [-0.4, -0.1, -0.1], [0.0, -0.2, -0.2], [0.2, 0.0, 0.6], [0.0, 0.0, -0.1], [-0.1, -0.1, 0.1], [-0.5, 0.3, -0.1], [0.3, 0.1, -0.1], [0.1, -0.4, -0.2], [0.1, -0.1, 0.4], [0.0, 0.2, 0.0], [-0.1, -0.6, -0.3], [-0.2, 0.3, -0.1], [0.1, 0.1, 0.4], [0.2, 0.2, -0.2], [0.1, 0.1, -0.1], [-0.1, 0.0, -0.2], [0.0, -0.1, -0.1], [0.1, 0.1, 0.0], [0.0, 0.1, 0.1], [-0.1, 0.1, -0.1], [0.0, 0.1, -0.1], [0.1, -0.1, 0.1], [0.0, 0.0, -0.1], [0.0, 0.0, 0.2], [-0.1, -0.1, 0.0], [-0.1, 0.1, 0.0], [0.0, 0.0, 0.2], [-0.1, 0.1, 0.1], [0.1, 0.1, -0.1], [0.0, -0.2, -0.1], [0.0, 0.1, -0.1], [-0.1, 0.0, -0.1], [0.1, 0.0, 0.0], [0.0, -0.1, 0.0], [0.1, 0.0, 0.1], [0.1, 0.0, -0.1], [-0.1, 0.1, 0.0], [-0.1, -0.1, 0.0], [-0.1, -0.1, 0.1], [0.0, -0.1, 0.0], [-0.1, 0.0, 0.0], [-0.2, 0.5, 0.1], [0.2, -0.9, -0.3], [-0.2, 0.1, 0.3], [0.0, -0.9, 0.4], [-0.1, 0.9, 0.1], [0.1, 0.3, -0.5], [0.1, -0.7, -0.2], [-0.3, 0.1, 0.7], [0.1, -0.1, -0.1], [0.0, -0.1, -0.1], [0.0, 0.0, 0.1], [0.1, 0.0, -0.1], [-0.1, 0.1, 0.1], [0.0, -0.1, -0.1], [0.1, 0.1, -0.1], [0.0, -0.2, 0.0], [0.1, 0.1, -0.1], [-0.1, -0.1, 0.3], [0.0, -0.2, -0.1], [0.1, 0.1, 0.0], [0.0, 0.0, 0.1], [0.1, 0.0, 0.0], [0.0, 0.0, 0.1], [-0.1, 0.0, 0.1], [-0.1, 0.0, 0.0]], "orbital_gap_ev": 6.5, "total_charge": 1, "e_above_lowest_ev": 0.209, "e_homo_ha": -0.3663, "e_tot_ha": -3856.52148}